11
Properties=species:S:1:pos:R:3:nbo_charge:R:1 method="wB97M-V/def2-TZVPD" lumo_energy_ev=-0.4 relative_energy_kcal_mol=56.9 orbital_gap_ev=8.50 molar_mass_g_mol=96.1 max_force_ev_per_a=0.6
O 2.3001 -0.9778 0.5391 -0.509
C 1.1990 -0.6010 0.2238 0.646
C 0.9022 0.8487 -0.1171 -0.678
C -0.4608 1.3019 -0.5047 0.175
N -1.3464 0.3332 -0.2314 -0.625
C -1.0520 -1.0163 0.0306 0.306
N 0.1058 -1.5110 0.2146 -0.480
H 1.7166 1.3052 -0.6837 0.271
H 0.8908 1.4311 0.8236 0.298
H -2.3302 0.5597 -0.3230 0.407
H -1.9251 -1.6736 0.0283 0.189